1.
C65H58ClF9IN4O5P2S | the ωB97M-V functional and the def2-TZVPD basis

Last column: Löwdin charge in e.
CARTESIAN COORDINATES (ANGSTROEM)
C -6.417 3.487 -0.752  -0.11
N -5.274 2.952 0.102  -0.16
C -4.965 1.600 -0.535  -0.08
C -4.175 3.909 -0.137  -0.36
O -3.929 4.241 -1.342  0.02
C -3.288 4.623 0.979  -0.02
C -2.183 3.638 1.650  -0.08
N -2.249 3.590 3.045  0.10
N -1.337 2.833 3.669  -0.40
P -1.336 2.783 5.447  0.82
P -2.824 1.399 6.241  0.46
O -3.528 0.537 5.197  -0.33
O -3.915 2.357 7.180  -0.22
O -1.995 0.436 7.404  -0.22
C -0.381 2.094 2.910  -0.49
I 1.044 0.907 4.102  0.98
C -0.176 2.027 1.384  -0.08
C 0.913 1.171 0.597  -0.12
C 0.152 0.167 -0.394  -0.66
O -1.090 0.026 -0.439  0.00
Cl 1.153 -0.861 -1.557  0.67
C -1.222 2.955 0.633  -0.05
N -1.236 3.124 -0.829  0.12
C -0.418 4.116 -1.052  -0.57
S 0.577 5.407 -1.283  0.84
H -7.379 2.969 -0.429  0.10
H -6.256 3.277 -1.872  0.10
H -6.555 4.617 -0.643  0.10
H -5.870 1.269 -1.155  0.09
H -4.066 1.634 -1.235  0.09
H -4.805 0.812 0.274  0.09
H -4.021 5.016 1.783  0.14
H -2.721 5.499 0.521  0.13
H -1.707 4.135 5.831  -0.05
H -3.569 3.284 7.237  0.06
H -1.209 0.944 7.741  0.07
H 1.479 1.916 -0.086  0.14
H 1.709 0.681 1.247  0.08
F 3.037 -2.329 -3.036  -0.03
C 3.275 -2.535 -4.345  -0.28
C 2.870 -1.584 -5.268  -0.02
C 3.120 -1.794 -6.620  -0.08
C 3.762 -2.960 -7.033  -0.10
C 4.160 -3.910 -6.098  -0.07
C 3.920 -3.695 -4.744  -0.02
H 2.364 -0.687 -4.928  0.11
H 2.815 -1.053 -7.351  0.11
H 3.953 -3.126 -8.089  0.11
H 4.656 -4.819 -6.422  0.11
H 4.230 -4.420 -4.001  0.11
F 4.066 -0.464 4.372  -0.01
C 4.275 -1.658 4.963  -0.29
C 3.414 -2.083 5.963  -0.03
C 3.626 -3.318 6.567  -0.09
C 4.703 -4.108 6.172  -0.08
C 5.564 -3.667 5.170  -0.06
C 5.346 -2.438 4.557  0.00
H 2.586 -1.451 6.263  0.10
H 2.955 -3.663 7.345  0.10
H 4.870 -5.069 6.648  0.11
H 6.404 -4.282 4.867  0.11
H 6.001 -2.082 3.769  0.09
F 0.918 -4.517 -10.469  0.06
C 0.146 -3.687 -9.749  -0.28
C 0.474 -3.425 -8.428  -0.02
C -0.323 -2.562 -7.684  -0.09
C -1.446 -1.979 -8.266  -0.09
C -1.769 -2.252 -9.593  -0.08
C -0.965 -3.108 -10.341  -0.02
H 1.347 -3.895 -7.990  0.10
H -0.070 -2.344 -6.651  0.10
H -2.070 -1.308 -7.684  0.10
H -2.646 -1.801 -10.043  0.10
H -1.196 -3.325 -11.375  0.10
F -3.477 -3.557 -11.402  0.04
C -3.985 -4.524 -12.185  -0.28
C -5.343 -4.798 -12.135  -0.02
C -5.869 -5.795 -12.950  -0.08
C -5.029 -6.515 -13.797  -0.10
C -3.666 -6.234 -13.835  -0.08
C -3.141 -5.230 -13.029  -0.02
H -5.979 -4.233 -11.464  0.12
H -6.931 -6.013 -12.924  0.11
H -5.440 -7.296 -14.429  0.10
H -3.013 -6.798 -14.492  0.11
H -2.084 -4.992 -13.052  0.11
F 1.491 -5.338 6.628  0.05
C 1.169 -5.926 5.465  -0.29
C 0.363 -5.251 4.561  -0.02
C 0.033 -5.857 3.354  -0.08
C 0.504 -7.137 3.068  -0.09
C 1.308 -7.808 3.985  -0.08
C 1.647 -7.197 5.188  -0.02
H 0.000 -4.259 4.805  0.11
H -0.590 -5.335 2.636  0.10
H 0.242 -7.611 2.128  0.10
H 1.670 -8.806 3.763  0.11
H 2.280 -7.701 5.910  0.12
F 6.815 -1.306 2.295  0.03
C 6.489 -1.891 1.129  -0.29
C 5.684 -1.210 0.230  -0.01
C 5.350 -1.812 -0.979  -0.08
C 5.817 -3.091 -1.269  -0.08
C 6.621 -3.767 -0.356  -0.07
C 6.964 -3.161 0.848  -0.01
H 5.323 -0.218 0.477  0.11
H 4.727 -1.286 -1.694  0.09
H 5.552 -3.562 -2.211  0.09
H 6.980 -4.765 -0.582  0.11
H 7.596 -3.669 1.567  0.12
F -1.765 6.533 7.404  0.04
C -1.897 7.510 6.489  -0.29
C -1.329 7.347 5.236  -0.04
C -1.468 8.353 4.285  -0.09
C -2.165 9.515 4.603  -0.09
C -2.728 9.670 5.867  -0.07
C -2.598 8.660 6.814  -0.01
H -0.782 6.438 5.009  0.09
H -1.034 8.232 3.298  0.10
H -2.270 10.302 3.863  0.11
H -3.267 10.578 6.115  0.11
H -3.037 8.759 7.800  0.12
F 4.834 1.450 -4.689  0.06
C 4.447 2.725 -4.538  -0.29
C 3.581 3.055 -3.508  -0.02
C 3.184 4.379 -3.347  -0.11
C 3.649 5.355 -4.225  -0.09
C 4.514 5.010 -5.259  -0.07
C 4.921 3.689 -5.414  -0.01
H 3.223 2.280 -2.839  0.10
H 2.511 4.649 -2.538  -0.01
H 3.335 6.387 -4.101  0.10
H 4.872 5.771 -5.944  0.11
H 5.601 3.405 -6.208  0.12
F -5.536 3.316 13.685  0.07
C -4.841 2.897 12.619  -0.29
C -3.530 2.478 12.782  -0.01
C -2.810 2.038 11.676  -0.08
C -3.407 2.033 10.417  -0.10
C -4.722 2.462 10.264  -0.09
C -5.446 2.891 11.372  -0.01
H -3.080 2.496 13.768  0.12
H -1.786 1.700 11.794  0.10
H -2.844 1.694 9.554  0.06
H -5.184 2.461 9.282  0.09
H -6.474 3.220 11.273  0.12

The calculation puts the LUMO energy at -5.35 eV. Its HOMO-LUMO gap is 4.9 eV. As for the net charge: +1.


2.
C4H14NO2 | the ωB97M-V functional and the def2-TZVPD basis

Last column: natural (NBO) charge in e.
CARTESIAN COORDINATES (ANGSTROEM)
C -0.660 -0.295 -0.654  -0.21
C -0.437 0.635 0.470  -0.45
C 0.986 0.932 1.032  -0.42
C 1.887 1.567 -0.188  -0.06
O 1.044 2.651 -0.589  -0.73
N 0.162 -1.542 -0.626  -0.69
H -0.386 0.268 -1.581  0.21
H -1.655 -0.502 -0.606  0.23
H -0.875 1.677 0.207  0.27
H -1.082 0.216 1.166  0.22
H 1.443 0.056 1.446  0.19
H 0.826 1.674 1.916  0.25
H 2.878 1.814 0.243  0.20
H 2.030 0.791 -0.903  0.14
H 0.850 2.668 -1.582  0.49
H -0.177 -2.390 -1.145  0.46
H 0.286 -1.862 0.345  0.45
H 1.225 -1.524 -0.891  0.45
H -2.960 -2.929 0.910  0.49
H -3.080 -1.672 0.339  0.48
O -2.304 -2.235 0.691  -0.97

The calculation puts the LUMO energy at -3.61 eV. Its HOMO-LUMO gap is 10.1 eV. As for the net charge: +1.


3.
C21H31Cl5P2Ti | the ωB97M-V functional and the def2-TZVPD basis

Last column: natural (NBO) charge in e.
CARTESIAN COORDINATES (ANGSTROEM)
P 0.193 -2.043 0.695  0.87
P -0.079 1.414 0.773  0.83
C -0.121 -1.026 -0.747  -0.75
C 0.316 0.442 -0.687  -0.74
H -1.163 -1.108 -1.109  0.24
H 0.509 -1.498 -1.506  0.26
H 1.356 0.579 -1.031  0.24
H -0.285 0.991 -1.411  0.25
C -1.798 1.945 0.744  -0.95
H -1.993 2.486 1.679  0.26
H -2.467 1.074 0.721  0.26
H -2.036 2.601 -0.098  0.22
C 1.040 2.821 0.881  -0.94
H 1.030 3.442 -0.022  0.22
H 2.063 2.477 1.072  0.25
H 0.725 3.431 1.736  0.25
C -0.962 -3.441 0.736  -0.94
H -0.757 -4.012 1.644  0.26
H -0.886 -4.111 -0.127  0.23
H -1.991 -3.053 0.798  0.25
C 1.902 -2.700 0.512  -0.93
H 2.635 -1.904 0.669  0.24
H 2.080 -3.153 -0.468  0.23
H 2.061 -3.467 1.282  0.25
Ti 0.637 -0.286 2.247  0.89
C 0.622 1.220 -3.540  -0.17
C -0.725 1.292 -3.425  -0.20
C -1.653 0.581 -4.352  -0.44
C -1.256 -0.876 -4.730  -0.45
C -0.569 -1.672 -3.653  -0.17
C 0.786 -1.765 -3.543  -0.19
C 1.709 -0.980 -4.408  -0.45
C 1.297 0.510 -4.680  -0.45
C 0.120 -1.872 3.574  -1.22
H 1.304 1.746 -2.857  0.20
H -1.220 1.988 -2.731  0.21
H -1.760 1.165 -5.278  0.22
H -2.646 0.565 -3.899  0.21
H -2.189 -1.405 -4.990  0.22
H -0.651 -0.853 -5.647  0.21
H -1.238 -2.252 -3.006  0.20
H 1.262 -2.536 -2.931  0.20
H 1.836 -1.477 -5.383  0.22
H 2.704 -0.984 -3.946  0.21
H 2.225 1.062 -4.920  0.22
H 0.671 0.536 -5.584  0.21
H 0.837 -1.533 4.352  0.19
H 0.323 -2.905 3.278  0.16
H -0.910 -1.709 3.930  0.22
Cl -2.864 0.521 3.872  0.02
C -1.436 1.208 4.577  -0.09
C -0.189 1.005 3.982  -0.38
C 0.982 1.446 4.572  -0.10
Cl 2.469 0.982 3.730  0.04
C 0.963 2.188 5.768  -0.07
Cl 2.421 2.733 6.490  0.04
C -0.305 2.461 6.366  -0.12
Cl -0.392 3.421 7.784  0.05
C -1.508 1.983 5.767  -0.08
Cl -3.031 2.306 6.478  0.05

The calculation puts the LUMO energy (spin up / spin down) at 0.18 / 0.03 eV. The spin multiplicity is 3. Its HOMO-LUMO gap (spin up / spin down) is 5.8 / 7.1 eV.


4.
C18H21F5NO19 | the ωB97M-V functional and the def2-TZVPD basis

Last column: natural (NBO) charge in e.
CARTESIAN COORDINATES (ANGSTROEM)
C 0.414 -0.041 -0.162  -0.76
C -0.814 -0.921 -0.491  0.76
O -1.907 -0.357 -0.746  -0.82
O -0.667 -2.167 -0.391  -0.78
H 1.306 -0.468 -0.613  0.21
H 0.524 0.142 0.906  0.21
H 0.164 0.889 -0.685  0.19
C 1.289 0.204 -3.974  -0.13
C -0.170 0.323 -4.366  0.44
O -0.382 -1.002 -4.827  -0.50
C 0.306 -1.834 -4.036  0.98
O 0.092 -2.996 -3.933  -0.56
O 1.186 -1.083 -3.325  -0.49
F -0.336 1.243 -5.350  -0.33
H 1.585 0.966 -3.256  0.21
H 1.918 0.311 -4.858  0.19
H -0.868 0.528 -3.553  0.18
C -2.491 1.377 2.215  -0.15
C -3.188 1.702 3.484  0.42
O -2.658 2.971 3.862  -0.49
C -1.391 2.963 3.392  0.96
O -0.528 3.711 3.736  -0.58
O -1.201 2.037 2.433  -0.47
F -2.856 0.776 4.440  -0.35
H -2.880 1.901 1.342  0.21
H -2.440 0.307 2.015  0.27
H -4.272 1.803 3.446  0.17
C 0.141 -1.078 4.531  -0.13
C -0.190 -2.479 5.059  0.45
O -1.443 -2.705 4.429  -0.50
C -1.407 -2.065 3.219  0.96
O -2.182 -2.176 2.335  -0.52
O -0.413 -1.171 3.221  -0.49
F -0.370 -2.524 6.399  -0.33
H 1.195 -0.890 4.333  0.21
H -0.342 -0.273 5.088  0.21
H 0.588 -3.189 4.771  0.15
C 2.545 3.221 -0.011  -0.15
C 2.708 3.838 -1.382  0.43
O 2.617 5.199 -1.093  -0.50
C 2.032 5.390 0.111  0.97
O 1.710 6.435 0.581  -0.56
O 1.739 4.203 0.642  -0.46
F 1.641 3.512 -2.183  -0.34
H 3.485 3.015 0.508  0.19
H 2.080 2.235 -0.007  0.25
H 3.647 3.605 -1.876  0.17
C 1.845 -4.492 -0.279  -0.13
C 2.547 -3.868 -1.495  0.44
O 3.820 -4.468 -1.511  -0.51
C 3.966 -5.363 -0.488  0.98
O 4.918 -6.020 -0.245  -0.59
O 2.825 -5.393 0.207  -0.50
F 2.682 -2.525 -1.486  -0.32
H 0.938 -5.054 -0.491  0.22
H 1.567 -3.753 0.474  0.23
H 2.137 -4.194 -2.451  0.17
C -3.799 1.939 -2.119  -0.51
N -3.890 0.749 -3.019  0.55
O -4.406 -0.215 -2.528  -0.34
O -3.459 0.808 -4.155  -0.42
H -3.410 2.725 -2.761  0.22
H -3.027 1.707 -1.385  0.28
H -4.769 2.029 -1.648  0.22

The calculation puts the LUMO energy at 2.21 eV. Its HOMO-LUMO gap is 7.2 eV. As for the net charge: -1.


5.
C2H5O2 | the ωB97M-V functional and the def2-TZVPD basis

Last column: natural (NBO) charge in e.
CARTESIAN COORDINATES (ANGSTROEM)
C 1.572 0.457 -0.124  0.22
C -0.636 -0.134 -0.102  0.44
O -1.747 0.415 0.034  -0.60
O 0.366 0.656 0.242  -0.34
H 2.201 1.098 0.432  0.23
H 1.675 -0.419 -0.850  0.21
H -0.541 -0.975 1.619  0.08
H -0.380 -0.967 -0.925  0.22
H -2.511 -0.130 -0.326  0.55

The calculation puts the LUMO energy (spin up / spin down) at -6.23 / -6.93 eV. Its HOMO-LUMO gap (spin up / spin down) is 9.1 / 7.1 eV. As for the net charge: +1.


6.
C53H57BF5N11O3Pd | the ωB97M-V functional and the def2-TZVPD basis

Last column: Löwdin spin population.
CARTESIAN COORDINATES (ANGSTROEM)
Pd -0.314 -0.213 0.018  0.62
C -0.620 0.161 -4.705  0.00
C -1.555 0.548 -3.555  0.00
C -2.919 0.972 -4.098  0.00
C -0.970 1.615 -2.669  0.02
C -1.005 2.994 -2.894  0.01
C -0.334 3.602 -1.849  0.00
C -0.205 5.092 -1.690  0.00
C -1.159 5.585 -0.594  0.00
C 1.218 5.609 -1.482  0.00
N 0.097 2.627 -1.020  0.01
N -0.282 1.421 -1.526  0.21
B 0.690 2.677 0.409  0.00
N 1.841 1.655 0.571  0.00
N 1.489 0.371 0.870  0.03
C 2.590 -0.290 1.280  0.01
C 3.658 0.603 1.219  0.00
C 3.159 1.817 0.784  0.00
C 4.006 3.035 0.533  0.00
C 3.694 4.263 1.394  0.00
C 4.008 3.365 -0.962  0.00
C 2.754 -1.661 1.896  0.00
C 2.946 -1.462 3.409  0.00
C 1.645 -2.680 1.680  0.01
N -0.440 2.227 1.400  0.00
N -1.273 1.222 1.022  0.02
C -2.385 1.266 1.773  0.00
C -2.213 2.277 2.712  0.00
C -0.973 2.857 2.459  0.00
C -0.292 3.852 3.359  0.00
C 1.073 3.309 3.793  0.00
C -0.186 5.280 2.816  0.00
C -3.640 0.492 1.485  0.00
C -4.220 0.991 0.153  0.00
C -4.652 0.646 2.619  0.00
H -1.024 -0.694 -5.249  0.00
H -0.516 0.993 -5.408  0.00
H 0.367 -0.092 -4.340  0.00
H -1.707 -0.324 -2.943  0.00
H -2.816 1.748 -4.862  0.00
H -3.413 0.118 -4.560  0.00
H -3.563 1.360 -3.307  0.00
H -1.457 3.494 -3.737  0.00
H -0.558 5.498 -2.639  0.00
H -0.902 5.142 0.367  0.00
H -1.090 6.671 -0.504  0.00
H -2.190 5.322 -0.833  0.00
H 1.604 5.352 -0.495  0.00
H 1.897 5.214 -2.240  0.00
H 1.219 6.697 -1.566  0.00
H 1.042 3.774 0.668  0.00
H 4.681 0.392 1.488  0.00
H 5.016 2.723 0.804  0.00
H 2.738 4.716 1.141  0.00
H 3.698 4.008 2.454  0.00
H 4.469 5.012 1.229  0.00
H 2.999 3.567 -1.322  0.00
H 4.633 4.238 -1.156  0.00
H 4.421 2.526 -1.524  0.00
H 3.683 -2.069 1.493  0.00
H 2.050 -1.016 3.849  0.00
H 3.127 -2.427 3.887  0.00
H 3.794 -0.812 3.625  0.00
H 0.717 -2.301 2.098  0.00
H 1.505 -2.937 0.634  0.00
H 1.903 -3.599 2.210  0.00
H -2.894 2.572 3.492  0.00
H -0.930 3.898 4.244  0.00
H 1.756 3.265 2.945  0.00
H 1.507 3.957 4.555  0.00
H 0.976 2.304 4.211  0.00
H 0.508 5.344 1.977  0.00
H -1.161 5.650 2.497  0.00
H 0.183 5.936 3.606  0.00
H -3.410 -0.565 1.371  0.00
H -4.364 2.073 0.178  0.00
H -3.548 0.746 -0.669  0.00
H -5.186 0.520 -0.038  0.00
H -5.003 1.676 2.691  0.00
H -5.520 0.011 2.436  0.00
H -4.218 0.361 3.580  0.00
C -2.804 -7.450 1.026  0.01
C -3.963 -6.461 1.149  0.01
C -4.945 -6.784 2.265  0.00
C -4.256 -6.722 3.621  0.01
C -3.491 -5.439 3.775  0.09
C -3.154 -4.973 5.027  -0.02
C -2.472 -3.771 5.165  0.10
F -2.171 -3.349 6.370  0.04
C -2.106 -2.997 4.072  0.04
C -2.421 -3.447 2.807  0.05
C -2.013 -2.649 1.634  0.04
O -1.321 -1.645 1.774  0.22
C -2.472 -3.139 0.358  0.18
C -3.110 -4.349 0.287  -0.05
N -3.404 -5.101 1.367  0.21
C -3.109 -4.673 2.640  0.03
C -2.268 -2.371 -0.942  0.02
O -2.412 -2.998 -1.974  0.05
O -2.031 -1.114 -0.826  0.02
H -3.198 -8.459 0.914  0.00
H -2.154 -7.422 1.902  0.00
H -2.199 -7.224 0.148  0.00
H -4.500 -6.430 0.202  0.00
H -5.368 -7.771 2.091  0.00
H -5.765 -6.063 2.236  0.00
H -3.570 -7.566 3.741  0.01
H -4.989 -6.806 4.422  0.00
H -3.428 -5.533 5.913  0.00
H -1.581 -2.059 4.198  0.00
H -3.393 -4.734 -0.685  0.00
F 2.425 0.618 -3.145  0.01
C 3.291 -0.102 -3.834  0.04
C 4.215 0.550 -4.613  0.04
F 4.130 1.864 -4.706  0.01
C 5.217 -0.140 -5.312  0.07
C 5.170 -1.537 -5.224  0.05
C 4.182 -2.192 -4.515  0.06
F 4.190 -3.512 -4.500  0.01
C 3.206 -1.499 -3.792  0.08
C 2.133 -2.210 -3.109  0.34
C 1.344 -1.665 -2.085  0.05
N 0.724 -1.399 -1.157  0.15
C 1.747 -3.515 -3.492  0.03
N 1.381 -4.565 -3.806  0.20
F 6.085 -2.273 -5.820  0.01
C 6.249 0.557 -6.059  0.35
C 6.414 1.958 -5.998  0.03
N 6.583 3.101 -5.968  0.20
C 7.180 -0.105 -6.888  0.03
N 7.947 -0.597 -7.599  0.21

The calculation puts the LUMO energy (spin up / spin down) at -6.36 / -9.10 eV. The spin multiplicity is 5. Its HOMO-LUMO gap (spin up / spin down) is 6.4 / 4.3 eV. As for the net charge: +2.


7.
C4H15N3O | the ωB97M-V functional and the def2-TZVPD basis

Last column: natural (NBO) charge in e.
CARTESIAN COORDINATES (ANGSTROEM)
C 0.119 1.244 -1.956  0.45
C 2.029 1.083 -0.896  -1.03
N -0.806 0.381 -1.526  -0.93
O 0.638 1.188 -3.220  -0.69
H 0.766 0.266 -3.476  0.47
H -0.014 2.279 -1.671  0.16
H -0.673 0.382 -0.135  0.44
H -0.716 -0.532 -1.966  0.34
H 2.314 0.093 -1.269  0.18
H 2.501 1.834 -1.530  0.21
H 2.503 1.217 0.089  0.18
C -1.236 -1.366 2.092  -0.23
C 0.089 -0.708 1.688  -0.23
N -2.105 -1.785 1.001  -0.83
N -0.134 0.539 0.938  -0.83
H -2.369 -1.008 0.406  0.37
H 0.764 0.909 0.462  0.46
H -0.566 1.263 1.505  0.39
H -1.652 -2.478 0.417  0.35
H -1.798 -0.676 2.730  0.19
H -1.011 -2.240 2.710  0.20
H 0.703 -0.512 2.573  0.20
H 0.655 -1.374 1.033  0.20

The calculation puts the LUMO energy at 0.77 eV. Its HOMO-LUMO gap is 7.9 eV.